[1]
The following is a quantum chemistry calculation of a molecular structure, C38H29ClIrN3O5S at a distorted geometry, from the Open Molecules 2025 dataset.

Summary:
Kohn-Sham gap (alpha / beta)	7.7958 / 4.7153	eV
total charge	+1
multiplicity	6
expectation value of S²	8.800
electronic energy	-2968.3205	hartree

Geometry as XYZ:
```
78
Properties=species:S:1:pos:R:3:forces:R:3:mulliken_charge:R:1
Ir 0.236 -0.040 -1.395 1.52 0.23 -0.12 3.028
O 0.405 -0.117 1.080 -0.68 -0.36 -0.60 -0.577
C 1.683 -0.249 1.690 1.97 0.65 -1.34 2.541
C 2.854 -0.212 0.451 -0.86 -0.11 4.78 -0.020
O 3.976 -0.245 0.856 0.75 0.06 -0.71 -0.603
O 2.330 -0.157 -0.657 -2.31 0.32 -4.36 -0.612
C 1.904 0.972 2.548 -0.34 -0.15 0.28 -0.257
C 2.399 2.161 2.027 0.03 -0.13 0.06 -0.032
C 2.393 3.312 2.795 0.01 0.02 0.01 -0.991
C 1.877 3.288 4.080 0.07 0.05 -0.07 -0.490
C 1.390 2.103 4.604 -0.18 0.03 0.17 -1.011
C 1.402 0.948 3.846 0.10 0.07 -0.24 -0.297
C 1.906 -1.578 2.298 -0.22 -0.65 0.38 0.022
C 1.048 -2.648 2.019 0.18 0.47 0.08 -0.001
C 1.287 -3.894 2.559 0.21 -0.28 0.17 -1.096
C 2.401 -4.103 3.358 -0.16 -0.01 -0.09 -0.433
C 3.272 -3.055 3.618 0.02 -0.11 -0.05 -1.137
C 3.036 -1.800 3.095 -0.36 0.13 -0.11 -0.186
H -0.211 -0.692 1.556 -0.13 0.01 -0.01 0.332
H 2.788 2.194 1.019 0.07 0.02 -0.11 0.466
H 2.774 4.233 2.383 0.07 0.10 -0.05 0.461
H 1.848 4.192 4.667 0.04 0.11 0.11 0.456
H 0.974 2.082 5.598 0.00 0.01 0.18 0.410
H 1.006 0.028 4.250 -0.01 -0.10 0.08 0.449
H 0.186 -2.522 1.377 -0.03 -0.02 0.00 -0.126
H 0.608 -4.703 2.344 -0.06 -0.14 -0.01 0.454
H 2.590 -5.082 3.769 0.03 -0.09 0.06 0.435
H 4.150 -3.223 4.219 0.10 -0.01 0.11 0.422
H 3.724 -0.990 3.278 0.01 0.05 0.05 0.534
O -0.055 1.845 -5.219 0.07 -0.35 -0.03 -0.636
C 0.064 1.498 -4.069 -0.11 2.80 0.06 0.366
O 0.165 0.336 -3.593 0.20 -2.73 1.64 -0.829
C 0.067 2.614 -2.983 0.06 -0.51 -1.01 0.483
C 0.252 3.951 -3.356 -0.10 0.19 0.37 -0.867
C 0.250 4.900 -2.367 -0.04 -0.23 -0.19 -0.759
C -0.010 4.520 -1.034 -0.08 -0.50 0.08 0.893
C -0.091 5.441 0.031 0.04 0.00 0.11 -0.803
C -0.402 5.025 1.296 0.02 0.25 -0.14 -0.947
C -0.666 3.671 1.553 -0.08 -0.18 -0.22 -0.936
C -0.586 2.752 0.545 -0.07 0.03 0.06 0.420
C -0.235 3.142 -0.760 -0.09 0.80 0.64 0.371
N -0.142 2.221 -1.752 0.38 -1.08 0.09 0.196
H 0.385 4.187 -4.399 0.05 -0.05 -0.06 0.574
H 0.416 5.943 -2.592 0.03 0.09 -0.05 0.477
H 0.097 6.483 -0.182 -0.01 0.12 0.02 0.445
H -0.465 5.738 2.103 0.02 0.10 0.06 0.451
H -0.937 3.357 2.551 0.02 -0.05 0.06 0.488
H -0.790 1.713 0.737 0.02 -0.04 0.11 0.038
Cl -3.987 1.561 0.859 0.06 0.04 0.10 -0.166
C -4.757 0.567 -0.321 -0.04 -0.10 -0.21 0.803
C -6.128 0.446 -0.301 0.00 0.01 0.07 -0.637
C -6.773 -0.346 -1.244 0.15 0.01 -0.03 -0.404
C -6.033 -1.017 -2.218 -0.06 -0.05 -0.03 -0.746
C -4.670 -0.888 -2.261 0.09 0.16 0.13 -0.530
C -3.971 -0.078 -1.322 -0.57 -0.04 0.11 0.423
C -2.595 0.078 -1.401 0.09 0.41 -0.21 -0.775
H -6.698 0.978 0.445 -0.02 0.03 0.08 0.455
H -7.848 -0.429 -1.223 -0.10 -0.02 0.01 0.408
H -6.537 -1.629 -2.948 -0.06 -0.07 -0.08 0.422
H -4.089 -1.383 -3.023 0.04 -0.09 -0.15 0.451
H -2.129 0.782 -0.726 0.11 0.10 0.07 -0.589
H -2.080 -0.259 -2.296 -0.10 -0.09 -0.10 0.655
N -1.937 -2.575 -0.210 -0.03 0.15 -0.13 -0.098
C -0.882 -3.057 -0.898 -0.35 -0.58 0.43 0.158
N 0.019 -2.308 -1.479 -0.24 1.68 0.10 -0.339
C 1.019 -3.063 -2.057 0.84 -0.96 -0.53 -0.134
C 2.103 -2.579 -2.782 -0.31 0.02 0.18 -0.310
C 3.024 -3.481 -3.276 0.03 -0.03 -0.02 -0.958
C 2.878 -4.849 -3.067 -0.09 -0.07 0.04 -0.536
C 1.797 -5.351 -2.362 0.04 0.04 -0.03 -0.566
C 0.876 -4.448 -1.868 -0.05 0.47 0.05 0.644
S -0.581 -4.779 -0.959 0.06 0.59 -0.11 -0.226
H -2.240 -1.623 -0.453 0.00 -0.46 0.16 0.105
H -2.673 -3.229 0.013 0.02 0.12 0.06 0.312
H 2.197 -1.517 -2.955 0.13 0.06 -0.08 0.348
H 3.871 -3.121 -3.838 0.06 0.06 -0.05 0.432
H 3.607 -5.534 -3.469 0.10 -0.06 -0.03 0.408
H 1.670 -6.409 -2.199 0.04 -0.13 -0.02 0.426
```
Forces are in eV/Å.

[2]
The following is a quantum chemistry calculation of a molecular structure, C44H45AlN7O2S2, from the Open Molecules 2025 dataset.

Summary:
Kohn-Sham gap	6.6111	eV
total charge	+1
multiplicity	1
electronic energy	-3276.2853	hartree

Geometry as XYZ:
```
101
Properties=species:S:1:pos:R:3:forces:R:3:mulliken_charge:R:1
Al -1.205 -0.296 -0.436 0.11 0.02 0.04 0.512
S 0.031 -2.537 -0.248 0.03 -0.02 0.02 -0.449
C 1.402 -1.970 0.530 -0.01 -0.06 -0.03 0.660
N 2.556 -2.601 0.530 0.00 0.02 0.02 0.127
C 3.732 -1.996 1.160 0.01 0.01 0.00 -0.890
C 3.713 -0.513 0.903 0.01 -0.01 0.00 -0.639
N 2.449 0.036 1.386 -0.03 -0.05 0.00 0.446
C 2.506 1.399 1.936 0.03 0.02 -0.01 -0.698
C 3.130 1.425 3.307 -0.01 0.02 0.01 0.529
C 2.470 0.852 4.392 0.00 0.01 0.00 -0.124
C 3.053 0.869 5.649 0.00 -0.01 0.00 -0.828
C 4.295 1.463 5.835 0.00 0.00 -0.01 -0.426
C 4.953 2.042 4.761 0.00 0.00 0.00 -0.671
C 4.371 2.020 3.500 0.00 -0.01 0.00 -0.236
C 1.331 -0.656 1.287 0.04 0.08 0.04 -0.727
S -0.134 -0.161 1.915 -0.04 0.00 -0.06 0.270
C 2.790 -3.868 -0.181 0.00 -0.01 -0.01 -1.511
C 3.578 -3.622 -1.445 -0.01 0.01 0.00 0.502
C 3.070 -2.768 -2.423 0.01 0.01 0.02 0.298
C 3.791 -2.522 -3.579 0.01 0.00 -0.01 -0.219
C 5.026 -3.132 -3.769 0.00 0.01 -0.01 -0.653
C 5.535 -3.983 -2.801 0.00 0.00 0.01 -0.580
C 4.814 -4.224 -1.638 0.00 -0.01 -0.01 -0.454
H 4.615 -2.443 0.708 0.00 0.00 0.00 0.508
H 3.731 -2.210 2.231 0.00 -0.01 0.00 0.336
H 3.827 -0.298 -0.164 -0.01 0.01 0.00 0.246
H 4.519 -0.031 1.455 0.00 0.00 0.00 0.552
H 1.492 1.793 1.944 -0.02 0.00 0.01 -0.376
H 3.107 1.985 1.238 -0.01 0.00 -0.01 0.614
H 1.490 0.409 4.253 0.00 0.00 0.00 0.365
H 2.534 0.427 6.489 0.00 0.00 0.00 0.440
H 4.746 1.480 6.818 0.00 0.00 0.00 0.405
H 5.917 2.512 4.902 0.00 0.00 0.00 0.412
H 4.883 2.481 2.662 0.00 0.00 0.00 0.415
H 1.824 -4.321 -0.388 0.00 0.00 0.01 0.506
H 3.340 -4.523 0.496 0.00 0.01 0.01 0.465
H 2.103 -2.300 -2.282 0.00 0.00 -0.01 0.156
H 3.385 -1.859 -4.332 0.00 0.00 0.00 0.291
H 5.589 -2.945 -4.674 0.00 0.00 0.00 0.424
H 6.495 -4.460 -2.947 0.00 0.00 0.00 0.385
H 5.213 -4.892 -0.883 0.00 0.00 0.00 0.391
C -3.101 -2.518 -1.090 -0.01 0.00 0.00 -0.659
N -2.956 -1.315 -0.185 0.00 -0.01 0.01 0.654
C -4.133 -0.410 -0.498 -0.01 0.01 0.00 -0.683
N -5.393 -1.088 -0.314 0.01 -0.01 0.00 0.134
C -5.451 -2.255 -1.193 0.00 0.00 0.00 -0.632
N -4.363 -3.190 -0.899 0.00 0.00 0.00 0.039
C -4.474 -3.613 0.499 0.00 0.00 0.00 -0.682
N -4.405 -2.469 1.412 0.01 0.01 -0.01 0.093
C -3.138 -1.799 1.229 -0.02 -0.01 0.00 -0.464
C -5.489 -1.542 1.074 0.00 0.00 0.00 -0.736
H -2.294 -3.215 -0.866 -0.01 0.00 0.00 0.313
H -3.004 -2.173 -2.117 0.00 0.00 0.00 0.298
H -4.023 -0.069 -1.528 0.00 0.00 0.00 0.208
H -4.075 0.452 0.161 0.00 0.00 0.01 0.177
H -5.373 -1.928 -2.231 0.00 0.00 0.00 0.344
H -6.405 -2.762 -1.054 0.00 0.00 0.00 0.358
H -3.663 -4.306 0.730 0.00 0.00 0.00 0.326
H -5.425 -4.125 0.642 0.00 0.00 0.00 0.354
H -2.315 -2.477 1.460 0.00 0.00 0.00 0.154
H -3.076 -0.933 1.889 0.00 0.03 0.01 0.311
H -5.442 -0.677 1.739 0.00 0.00 0.00 0.370
H -6.444 -2.045 1.221 0.00 0.00 0.00 0.319
O 0.488 0.292 -1.283 0.02 -0.02 0.00 -0.401
C 0.012 -0.108 -2.391 -0.02 0.00 -0.02 0.239
O -1.141 -0.652 -2.340 0.06 0.06 0.02 -0.520
C 0.762 0.020 -3.652 -0.01 -0.01 0.00 0.220
C 0.318 -0.642 -4.792 -0.01 0.00 0.00 -0.155
C 1.032 -0.524 -5.974 0.00 0.01 0.01 -0.738
C 2.176 0.264 -6.015 0.00 -0.01 0.00 -0.471
C 2.616 0.927 -4.876 0.00 0.00 -0.01 -0.847
C 1.914 0.801 -3.690 0.00 0.00 0.01 -0.027
H -0.582 -1.240 -4.741 0.00 0.00 0.00 0.487
H 0.695 -1.038 -6.863 0.00 0.00 0.00 0.432
H 2.725 0.364 -6.942 0.00 0.00 0.00 0.413
H 3.504 1.545 -4.918 0.00 0.00 0.00 0.426
H 2.235 1.312 -2.792 0.00 0.00 0.00 0.500
N -1.869 1.362 -0.280 -0.24 0.05 0.02 -0.238
C -2.149 2.441 0.299 0.01 -0.05 -0.01 -0.401
C -1.891 2.636 1.771 0.04 -0.05 -0.01 0.039
C -0.849 3.456 2.190 0.03 -0.02 0.01 -0.216
C -0.508 3.521 3.534 0.03 -0.01 0.00 -0.597
C -1.224 2.789 4.472 -0.01 0.02 0.00 -0.619
C -2.299 2.011 4.065 0.00 0.02 0.00 -0.692
C -2.629 1.938 2.719 0.03 -0.04 -0.02 0.109
C -2.753 3.598 -0.433 0.05 0.05 0.00 0.837
C -2.770 3.595 -1.827 -0.02 0.01 -0.02 -0.280
C -3.340 4.646 -2.522 0.00 -0.01 0.00 -0.755
C -3.910 5.710 -1.830 0.00 0.01 0.01 -0.463
C -3.899 5.720 -0.444 0.00 0.00 0.00 -0.958
C -3.317 4.670 0.253 0.01 0.02 -0.01 -0.282
H -0.298 4.036 1.458 0.00 -0.01 0.00 0.522
H 0.318 4.146 3.851 -0.01 0.00 0.00 0.457
H -0.959 2.844 5.520 0.00 0.00 0.00 0.442
H -2.881 1.464 4.796 0.00 0.00 0.00 0.438
H -3.472 1.335 2.399 -0.01 -0.03 0.00 0.508
H -2.328 2.754 -2.347 0.00 0.00 0.00 0.545
H -3.343 4.642 -3.604 0.00 0.00 0.00 0.434
H -4.359 6.531 -2.374 0.00 0.00 0.00 0.392
H -4.343 6.545 0.097 0.00 0.00 0.00 0.421
H -3.305 4.685 1.336 -0.02 0.00 -0.02 0.429
```
Forces are in eV/Å.